(1)
# C32H64Cl32

16 unconnected molecules or ions with the total composition C32H64Cl32 (ωB97M-V/def2-TZVPD, the OMol25 dataset).

```
! wB97M-V def2-TZVPD RIJCOSX def2/J DEFGRID3
* xyz 0 1
Cl -6.624 -0.129 -0.452
C -6.062 1.342 -1.331
C -5.402 2.320 -0.442
Cl -3.913 1.714 0.352
H -6.947 1.750 -1.782
H -5.344 1.045 -2.075
H -6.010 2.663 0.420
H -5.049 3.265 -0.966
Cl 3.173 5.594 1.992
C 3.442 4.632 3.529
C 2.689 3.365 3.263
Cl 3.178 2.013 4.341
H 3.054 5.200 4.405
H 4.517 4.486 3.669
H 3.004 3.025 2.291
H 1.563 3.403 3.265
Cl 3.780 2.602 -0.399
C 4.030 0.841 -0.203
C 4.431 0.595 1.231
Cl 6.142 1.037 1.564
H 4.848 0.441 -0.867
H 3.103 0.276 -0.509
H 4.426 -0.508 1.249
H 3.683 0.922 1.948
Cl 0.449 -2.892 3.559
C 1.388 -4.097 2.585
C 1.167 -5.443 3.080
Cl -0.524 -6.068 2.740
H 2.452 -3.863 2.546
H 1.033 -4.036 1.585
H 1.480 -5.494 4.180
H 1.787 -6.159 2.618
Cl -3.953 -2.040 -3.474
C -4.689 -3.191 -2.367
C -4.195 -3.016 -0.961
Cl -2.424 -3.193 -0.697
H -4.533 -4.224 -2.684
H -5.796 -3.022 -2.334
H -4.675 -3.786 -0.358
H -4.513 -2.016 -0.632
Cl 1.064 0.581 1.987
C -0.488 0.128 1.134
C -0.421 0.140 -0.381
Cl 0.677 -1.040 -1.075
H -1.184 0.846 1.596
H -0.822 -0.849 1.461
H -0.173 1.148 -0.754
H -1.430 -0.141 -0.717
Cl -3.352 2.728 5.452
C -2.302 3.733 4.382
C -1.722 2.789 3.342
Cl -0.740 3.599 2.072
H -1.476 4.268 4.917
H -2.969 4.412 3.872
H -2.520 2.285 2.812
H -1.101 2.022 3.848
Cl 0.345 -5.697 -1.290
C -0.759 -5.405 -2.711
C -0.463 -3.978 -3.278
Cl 1.213 -3.977 -3.953
H -1.739 -5.354 -2.279
H -0.656 -6.164 -3.438
H -0.445 -3.262 -2.494
H -1.096 -3.793 -4.173
Cl -1.103 6.110 -1.296
C -0.299 4.475 -1.460
C 1.241 4.540 -1.437
Cl 1.992 5.480 -2.829
H -0.677 3.978 -2.367
H -0.625 3.865 -0.573
H 1.598 3.525 -1.594
H 1.629 4.926 -0.470
Cl 3.763 -2.624 -0.020
C 3.583 -3.819 -1.277
C 3.937 -3.226 -2.605
Cl 5.624 -2.495 -2.565
H 2.552 -4.160 -1.216
H 4.259 -4.652 -1.082
H 3.205 -2.458 -2.750
H 3.916 -3.913 -3.452
Cl 4.022 -1.858 4.740
C 5.471 -0.891 4.434
C 6.689 -1.794 4.540
Cl 7.013 -2.546 6.161
H 5.591 -0.076 5.167
H 5.424 -0.454 3.451
H 7.578 -1.185 4.341
H 6.664 -2.588 3.771
Cl -4.522 0.834 -7.279
C -4.114 1.290 -5.600
C -2.738 0.885 -5.211
Cl -2.363 1.180 -3.468
H -4.821 0.817 -4.909
H -4.219 2.405 -5.534
H -2.050 1.522 -5.737
H -2.530 -0.186 -5.335
Cl -3.679 -0.974 3.300
C -4.668 -2.370 3.174
C -3.980 -3.632 2.688
Cl -5.294 -4.951 2.666
H -5.496 -2.061 2.564
H -5.082 -2.511 4.156
H -3.208 -4.066 3.285
H -3.549 -3.562 1.673
Cl -1.932 4.450 -4.417
C -0.679 5.268 -5.397
C 0.214 4.256 -6.096
Cl -0.676 3.170 -7.329
H -0.029 5.915 -4.736
H -1.118 5.987 -6.053
H 0.698 3.555 -5.411
H 0.940 4.760 -6.686
Cl -0.731 0.063 5.098
C 0.846 0.246 5.820
C 1.038 -0.703 6.967
Cl 0.270 -0.086 8.468
H 1.051 1.355 6.030
H 1.585 -0.102 5.073
H 2.112 -0.833 7.259
H 0.610 -1.676 6.767
Cl 2.191 1.510 -3.376
C 1.057 0.397 -4.305
C 1.266 0.450 -5.703
Cl 0.270 -0.922 -6.440
H 0.129 0.743 -3.859
H 1.249 -0.535 -3.825
H 2.318 0.211 -5.929
H 0.977 1.368 -6.174
*
```

Results
- Relative energy (zero: lowest compared OMol25 entry of this formula, charge and spin): 86.1 kJ/mol
- HOMO energy: -10.359 eV
- DFT total energy: -15983.8738 hartree

---

(2)
# C32H64F6O24P

9 unconnected molecules or ions with the total composition C32H64F6O24P (ωB97M-V/def2-TZVPD, the OMol25 dataset).

```
! wB97M-V def2-TZVPD RIJCOSX def2/J DEFGRID3
* xyz -1 1
P -17.052 20.744 10.930
F -17.869 22.029 11.513
F -15.628 21.505 10.939
F -16.791 20.298 12.459
F -16.309 19.440 10.357
F -18.444 19.894 10.969
F -17.384 21.236 9.424
C -18.282 11.565 7.637
C -19.008 12.913 7.540
O -18.485 13.863 8.450
C -19.147 15.049 8.402
O -20.174 15.203 7.833
O -18.434 15.944 9.088
C -19.159 17.146 9.424
H -18.584 10.951 6.807
H -18.518 11.054 8.619
H -17.226 11.698 7.563
H -20.081 12.758 7.752
H -18.813 13.349 6.552
H -19.750 17.503 8.552
H -18.409 17.885 9.721
H -19.834 16.897 10.253
C -22.297 12.905 10.141
C -22.244 14.264 10.721
O -21.151 14.456 11.649
C -21.032 15.762 12.098
O -21.745 16.640 11.761
O -20.057 15.760 13.000
C -19.727 16.958 13.711
H -21.760 12.182 10.751
H -21.829 12.839 9.142
H -23.364 12.579 10.068
H -23.181 14.546 11.213
H -22.134 14.997 9.886
H -18.636 16.882 13.820
H -20.189 17.047 14.698
H -20.018 17.802 13.087
C -14.406 22.712 2.926
C -15.159 21.493 2.486
O -15.201 20.531 3.576
C -16.062 20.875 4.592
O -16.797 21.840 4.578
O -15.871 20.048 5.552
C -16.823 20.100 6.715
H -14.002 23.171 2.066
H -13.620 22.458 3.685
H -15.039 23.432 3.475
H -14.621 21.024 1.669
H -16.134 21.846 2.168
H -16.192 19.846 7.579
H -17.633 19.420 6.517
H -17.227 21.113 6.757
C -20.292 24.943 14.600
C -21.554 24.321 14.026
O -21.343 23.019 13.587
C -22.048 22.449 12.637
O -23.015 22.937 12.088
O -21.391 21.319 12.317
C -22.155 20.392 11.476
H -20.458 25.969 14.893
H -19.453 24.888 13.930
H -19.956 24.405 15.506
H -21.998 24.861 13.186
H -22.341 24.260 14.809
H -21.577 19.520 11.460
H -22.360 20.875 10.554
H -23.096 20.139 12.023
C -17.520 28.735 15.205
C -16.781 27.906 14.169
O -16.755 26.563 14.587
C -15.850 25.809 13.925
O -14.761 26.169 13.485
O -16.341 24.595 13.833
C -15.562 23.590 13.174
H -16.901 28.717 16.161
H -18.549 28.368 15.357
H -17.561 29.768 14.859
H -15.772 28.275 13.935
H -17.370 27.827 13.175
H -14.568 23.557 13.644
H -15.426 23.714 12.085
H -16.044 22.656 13.366
C -18.244 21.791 14.800
C -18.536 20.334 15.058
O -18.212 20.144 16.476
C -17.879 18.958 16.909
O -17.975 17.917 16.283
O -17.420 19.007 18.179
C -16.957 17.755 18.717
H -18.326 22.122 13.731
H -17.205 21.863 15.145
H -18.771 22.465 15.451
H -18.025 19.589 14.472
H -19.624 20.258 15.033
H -17.801 17.098 18.513
H -16.860 17.894 19.794
H -16.048 17.512 18.221
C -12.954 18.734 9.284
C -11.695 18.030 9.737
O -11.596 18.226 11.162
C -10.402 18.031 11.758
O -9.381 17.606 11.323
O -10.513 18.534 12.974
C -9.234 18.601 13.686
H -13.856 18.466 9.845
H -13.052 18.513 8.206
H -12.824 19.813 9.372
H -10.780 18.376 9.257
H -11.921 16.964 9.663
H -9.081 17.604 14.203
H -9.404 19.407 14.435
H -8.398 18.852 13.018
C -12.572 21.468 12.601
C -13.322 20.515 13.595
O -13.502 21.128 14.883
C -14.226 20.637 15.824
O -14.586 19.484 15.902
O -14.416 21.590 16.796
C -15.247 21.263 17.918
H -11.560 21.721 12.982
H -13.222 22.304 12.406
H -12.382 20.949 11.670
H -12.770 19.563 13.734
H -14.369 20.293 13.360
H -16.305 21.438 17.711
H -14.920 21.916 18.731
H -15.065 20.270 18.288
*
```

Results
- HOMO energy: -8.389 eV
- DFT total energy: -4004.3851 hartree

---

(3)
# C32H64O16

8 unconnected molecules or ions with the total composition C32H64O16 (ωB97M-V/def2-TZVPD, the OMol25 dataset).

```
! wB97M-V def2-TZVPD RIJCOSX def2/J DEFGRID3
* xyz 0 1
C 1.231 -6.622 -5.793
C 0.271 -6.365 -4.659
O 0.595 -5.147 -3.970
C -0.411 -4.411 -3.515
O -1.582 -4.679 -3.506
O 0.092 -3.277 -3.041
C -0.811 -2.381 -2.410
H 1.130 -7.675 -6.060
H 2.272 -6.500 -5.494
H 1.028 -5.978 -6.647
H 0.436 -7.133 -3.896
H -0.761 -6.426 -4.994
H -1.349 -2.915 -1.631
H -1.498 -1.941 -3.135
H -0.253 -1.547 -1.991
C -0.436 0.147 4.529
C 0.789 0.596 3.752
O 0.860 -0.095 2.517
C 1.462 0.455 1.478
O 1.862 1.580 1.365
O 1.502 -0.470 0.505
C 2.247 -0.110 -0.651
H -1.307 0.113 3.880
H -0.571 0.809 5.389
H -0.249 -0.800 5.042
H 1.664 0.339 4.366
H 0.888 1.679 3.668
H 3.309 -0.061 -0.413
H 1.914 0.826 -1.105
H 2.056 -0.881 -1.395
C -0.736 3.013 -0.495
C -1.747 1.917 -0.674
O -1.813 1.090 0.494
C -2.242 -0.161 0.376
O -2.758 -0.648 -0.593
O -1.903 -0.808 1.488
C -2.250 -2.178 1.568
H 0.297 2.674 -0.551
H -0.839 3.525 0.465
H -0.968 3.760 -1.259
H -1.566 1.387 -1.614
H -2.771 2.281 -0.809
H -1.898 -2.728 0.691
H -3.303 -2.416 1.694
H -1.668 -2.593 2.390
C -4.604 -2.469 4.659
C -3.185 -2.735 5.082
O -3.195 -2.938 6.507
C -2.006 -3.114 7.057
O -0.957 -3.275 6.480
O -2.148 -3.063 8.372
C -0.952 -3.293 9.120
H -5.098 -1.671 5.203
H -5.180 -3.401 4.673
H -4.694 -2.276 3.584
H -2.538 -1.880 4.882
H -2.805 -3.618 4.567
H -1.190 -3.098 10.162
H -0.161 -2.614 8.810
H -0.653 -4.333 9.003
C 0.478 -5.527 1.346
C -0.695 -5.437 0.379
C -1.810 -5.962 1.275
O -1.563 -5.406 2.546
C -0.143 -5.206 2.713
H 1.249 -4.787 1.098
H 1.025 -6.468 1.346
H -0.547 -6.081 -0.490
H -0.870 -4.417 0.040
H -1.872 -7.061 1.259
H -2.805 -5.682 0.911
H 0.312 -5.845 3.476
H -0.076 -4.177 3.071
C 4.419 2.875 -2.142
C 4.820 3.966 -3.110
C 4.546 5.243 -2.265
O 3.780 4.850 -1.144
C 3.279 3.531 -1.380
H 5.209 2.683 -1.413
H 4.132 1.923 -2.596
H 4.230 3.945 -4.028
H 5.865 3.914 -3.419
H 3.921 5.896 -2.890
H 5.473 5.769 -2.047
H 2.379 3.627 -2.002
H 3.077 3.024 -0.439
C 0.303 3.376 -4.268
C 0.740 1.957 -3.877
C -0.411 1.077 -4.340
O -1.551 1.883 -4.076
C -1.233 3.226 -4.396
H 0.813 3.798 -5.126
H 0.486 3.972 -3.370
H 0.882 1.874 -2.802
H 1.657 1.613 -4.367
H -0.457 0.166 -3.746
H -0.419 0.827 -5.405
H -1.827 3.875 -3.754
H -1.534 3.461 -5.427
C -0.213 7.635 -1.537
C 0.833 6.519 -1.325
C 0.866 6.420 0.195
O 0.739 7.758 0.648
C -0.202 8.409 -0.204
H -1.215 7.220 -1.635
H 0.042 8.250 -2.397
H 1.837 6.749 -1.669
H 0.429 5.635 -1.820
H 1.812 6.017 0.549
H 0.031 5.800 0.552
H 0.118 9.448 -0.278
H -1.189 8.376 0.268
*
```

Results
- Relative energy (zero: lowest compared OMol25 entry of this formula, charge and spin): 365.6 kJ/mol
- HOMO energy: -9.441 eV
- Structure (SMILES): CCOC(=O)OC.CCOC(=O)OC.CCOC(=O)OC.CCOC(=O)OC.C1CCOC1.C1CCOC1.C1CCOC1.C1CCOC1
- DFT total energy: -2461.4871 hartree

---

(4)
# C32H64O22S4

A molecular structure, C32H64O22S4 (ωB97M-V/def2-TZVPD, the OMol25 dataset).

```
! wB97M-V def2-TZVPD RIJCOSX def2/J DEFGRID3
* xyz 0 1
C 14.686 14.235 7.649
C 14.711 15.130 6.388
C 13.399 14.765 5.666
O 12.634 14.006 6.602
C 13.587 13.216 7.308
H 14.428 14.725 8.582
H 15.609 13.660 7.768
H 15.598 14.978 5.779
H 14.696 16.155 6.759
H 13.551 14.176 4.761
H 12.800 15.654 5.473
H 13.956 12.387 6.695
H 13.066 12.862 8.197
C 18.011 16.841 1.323
C 18.427 15.588 2.063
C 18.271 16.056 3.504
O 17.023 16.794 3.453
C 16.790 17.278 2.132
H 17.752 16.657 0.280
H 18.799 17.595 1.331
H 19.438 15.249 1.827
H 17.773 14.728 1.908
H 19.078 16.711 3.843
H 18.052 15.299 4.254
H 16.673 18.364 2.164
H 15.877 16.848 1.712
C 17.999 14.767 -2.041
C 16.979 15.867 -2.289
C 16.266 15.308 -3.510
O 17.310 14.769 -4.314
C 18.339 14.284 -3.462
H 17.501 13.960 -1.501
H 18.854 15.100 -1.456
H 17.306 16.891 -2.484
H 16.280 16.001 -1.457
H 15.769 16.118 -4.053
H 15.474 14.581 -3.304
H 19.309 14.697 -3.762
H 18.476 13.201 -3.534
C 11.263 17.679 -0.092
C 10.531 18.225 -1.322
C 9.667 17.014 -1.630
O 9.160 16.625 -0.358
C 10.134 16.944 0.639
H 11.796 18.378 0.550
H 11.997 16.930 -0.416
H 11.242 18.608 -2.050
H 9.919 19.062 -0.975
H 10.196 16.179 -2.083
H 8.840 17.391 -2.236
H 10.485 16.070 1.194
H 9.684 17.615 1.380
C 12.002 8.389 -2.989
C 12.360 7.591 -1.726
C 11.737 8.424 -0.617
O 10.549 8.977 -1.161
C 10.773 9.210 -2.542
H 11.886 7.697 -3.822
H 12.815 9.070 -3.236
H 13.435 7.486 -1.573
H 11.973 6.570 -1.745
H 12.475 9.190 -0.328
H 11.486 7.884 0.294
H 11.070 10.270 -2.605
H 9.889 9.103 -3.168
C 8.149 13.525 0.372
C 7.952 12.122 -0.200
C 7.654 11.233 1.002
O 7.367 12.141 2.075
C 8.273 13.228 1.863
H 7.241 14.123 0.282
H 8.985 14.085 -0.037
H 8.900 11.781 -0.651
H 7.330 12.060 -1.093
H 8.500 10.667 1.409
H 6.870 10.505 0.796
H 9.275 12.859 2.136
H 7.989 14.020 2.551
C 13.133 12.586 -0.722
C 12.242 13.800 -0.420
O 12.538 14.211 0.934
S 14.037 13.732 1.226
O 14.201 13.506 2.606
O 14.939 14.508 0.460
O 13.779 12.317 0.541
H 13.867 12.692 -1.514
H 12.539 11.698 -0.934
H 11.205 13.481 -0.280
H 12.188 14.620 -1.131
C 10.930 13.825 -5.829
C 10.123 13.550 -4.525
O 10.751 14.314 -3.506
S 12.236 14.705 -3.944
O 13.083 13.590 -3.765
O 12.582 15.956 -3.407
O 11.818 14.887 -5.461
H 10.262 14.171 -6.608
H 11.546 12.978 -6.123
H 10.108 12.502 -4.228
H 9.089 13.863 -4.652
C 15.445 11.865 -5.547
C 16.629 10.910 -5.557
O 16.942 10.727 -4.135
S 15.679 10.998 -3.223
O 15.949 12.092 -2.365
O 15.150 9.816 -2.664
O 14.704 11.428 -4.390
H 14.724 11.755 -6.348
H 15.818 12.881 -5.397
H 17.545 11.328 -5.957
H 16.373 9.906 -5.887
C 17.180 12.598 4.082
C 16.476 11.273 4.286
O 17.519 10.283 4.206
S 18.953 10.997 4.304
O 19.463 11.133 2.985
O 19.726 10.410 5.328
O 18.402 12.405 4.811
H 16.592 13.475 4.327
H 17.456 12.693 3.025
H 15.687 11.027 3.585
H 16.100 11.268 5.313
*
```

Results
- Relative energy (zero: lowest compared OMol25 entry of this formula, charge and spin): 69.2 kJ/mol
- HOMO energy: -9.374 eV
- DFT total energy: -4505.5011 hartree

---

In order of appearance, frontier orbital gap = 0.3855 0.3960 0.3697 0.3376 hartree.